# 1
C10H16FN3Si | ωB97M-V/def2-TZVPD

The geometry in XYZ format:
```
31
Properties=species:S:1:pos:R:3
H 1.09 -2.32 -3.77
H 1.76 2.14 1.50
C -0.07 0.29 -1.28
H -1.55 3.43 0.35
C 0.48 0.10 3.01
H -0.74 -2.96 1.70
H -2.75 2.26 -0.31
C 1.16 2.40 0.61
C 0.67 -0.19 -3.50
Si -0.50 1.35 0.39
H 0.62 -3.06 -1.65
N -0.57 0.41 2.09
F 1.01 0.29 -4.71
H 0.02 1.70 -2.94
H -0.11 -3.47 0.20
H 0.96 3.49 0.44
C 0.44 -1.98 -1.87
H 0.50 0.87 3.74
H 0.40 -0.88 3.41
H -1.90 -1.24 1.52
H 0.93 -3.05 1.41
C 0.29 0.72 -2.55
C 0.78 -1.56 -3.14
N -0.36 -1.38 0.38
H 1.54 0.04 2.33
N -1.19 -0.53 1.16
C 0.03 -1.01 -0.93
H 1.60 1.99 -0.30
H -2.55 2.41 1.38
C -0.03 -2.70 0.94
C -1.97 2.45 0.39
```

Computed properties:
M in g mol⁻¹: 225.34
Net charge: 0
Total energy in a.u.: -944.14380
Frontier orbital gap in Ha: 0.3165
ΔE to the lowest compared entry with this formula, charge and spin in kJ/mol: 145.24


# 2
C79H64Cl4N12NaO4P2SbSe2 | ωB97M-V/def2-TZVPD

The geometry in XYZ format:
```
169
Properties=species:S:1:pos:R:3
H -1.25 2.96 1.99
C -3.69 2.49 -7.01
H 3.09 3.21 3.69
C -0.69 -0.19 -5.50
N -7.47 0.56 -5.74
H -4.49 3.11 -7.38
H 1.96 -3.45 4.68
C 1.79 4.49 0.79
N 0.04 0.18 -4.30
C 1.71 5.73 0.15
C 1.25 -6.66 3.24
C 2.88 -3.31 -0.86
C -0.50 -5.31 4.18
C 5.17 -3.42 5.78
H 5.34 4.08 -2.76
H 3.96 -6.20 7.29
C -5.37 0.94 -5.95
H 1.23 5.80 -0.82
C 6.38 -2.29 2.93
C -7.83 -3.17 -2.12
C 2.81 -3.39 0.53
C 1.61 -5.62 2.40
H 6.31 -3.22 3.46
C 5.11 -4.11 0.57
H 3.46 5.51 3.56
H -8.06 -3.87 -1.32
C 2.44 4.42 2.02
H -9.86 -2.52 -2.32
C -1.82 2.61 2.85
C -4.36 1.20 1.02
C -6.35 2.64 0.91
H 6.08 -4.28 -1.33
H -0.81 5.07 0.33
P 4.01 -1.40 4.26
C -7.25 -1.28 -4.04
N 0.98 0.41 3.00
H 2.16 7.82 0.20
H 3.22 2.45 2.10
Cl -7.87 3.12 1.58
C 0.86 3.56 -3.13
C -1.35 1.93 -6.77
C 4.93 1.01 -1.39
C -0.83 4.60 -1.77
C 2.97 5.58 2.59
C 3.98 -5.31 6.66
H -1.22 -1.13 -5.32
C -2.34 -0.68 4.36
H -0.70 -3.33 3.35
H 3.80 -0.74 0.13
H 6.03 -4.85 7.11
N -4.09 -3.68 -2.43
C -3.18 2.99 4.76
N 2.04 0.14 3.71
H -1.33 -5.20 4.86
H -3.62 1.21 5.87
H 6.05 -2.79 5.74
C 4.88 3.26 -2.22
C 2.61 3.11 2.72
H 5.97 -4.43 1.13
Sb 0.97 2.65 -0.15
Cl -6.82 4.44 -1.06
H 1.71 2.91 -3.24
H -1.42 -0.88 4.92
H -2.01 3.87 -0.16
C -0.31 0.54 -3.03
H 1.65 2.61 2.87
C -3.31 -2.60 -2.63
H -2.51 4.56 3.43
H 1.92 -5.48 6.09
C 6.57 0.12 1.54
H 4.73 0.64 2.52
C 3.68 1.18 -0.81
C 3.62 3.42 -1.66
C 5.16 -4.02 -0.81
H -3.19 -0.98 4.98
H -0.07 -7.32 4.79
H 2.41 -5.75 1.68
C 5.54 2.05 -2.09
O -5.50 -0.07 -5.08
C -5.42 -3.82 -1.87
Se 4.48 -0.01 5.77
C 0.93 -4.41 2.47
C 5.14 -4.56 6.56
H 1.79 -7.60 3.19
C -3.76 1.95 -0.08
C -2.43 0.81 4.12
C -0.72 5.05 -4.15
H 5.44 0.06 -1.29
C -6.24 -2.08 -3.51
C 2.86 -3.77 5.19
P 1.23 -3.00 1.35
N -6.53 1.33 -6.38
H 6.64 1.06 1.01
C 0.21 -6.50 4.14
H -5.65 -4.89 -1.94
C 2.46 -1.11 3.41
O -2.55 1.69 -0.43
C -3.12 1.63 5.00
N 1.37 0.10 -4.38
C -4.59 2.88 -0.72
H -0.31 2.15 -6.98
N 0.80 0.66 -2.30
C -2.36 2.77 -7.25
H 2.83 0.37 -2.91
C 2.99 2.39 -0.97
H -5.23 -1.93 -3.85
H 3.12 4.38 -1.76
C -2.22 -4.33 -3.10
C -1.52 4.80 -0.45
C -8.56 -1.44 -3.63
C -5.60 1.62 1.51
H 2.19 -0.33 -0.52
H 8.41 -0.67 0.75
H 1.99 -3.00 -1.40
C -1.68 0.81 -6.02
C 0.38 4.21 -4.26
H 8.25 -2.78 2.02
H -3.73 3.65 5.42
H -1.11 5.56 -5.02
H -9.33 -0.79 -4.04
H -1.32 0.72 -2.66
C 2.24 6.88 0.72
C 3.94 -3.77 1.25
C 7.56 -0.85 1.40
C -0.14 -4.26 3.35
N -2.12 -2.98 -3.07
H 4.10 -3.50 -2.60
H 3.28 7.69 2.41
H -5.39 -3.55 -0.81
C -4.02 1.36 -6.26
C -3.01 0.55 -5.76
C 2.84 -4.91 5.99
H -2.90 -1.04 2.55
H 3.89 -3.82 2.33
C -6.51 -3.01 -2.53
C 5.38 -1.33 3.06
O -3.74 0.16 1.48
H 2.75 0.43 0.95
C -1.30 5.24 -2.91
C 4.06 -3.60 -1.53
C 5.49 -0.12 2.37
N 0.67 -0.60 2.22
C -2.51 3.50 3.65
H 0.85 4.05 -5.22
C 4.03 -3.04 5.07
Cl -6.24 0.79 2.90
C 7.47 -2.04 2.10
H 0.10 -0.38 -6.23
C -6.82 -0.26 -4.97
C 3.08 0.06 -0.02
H -2.17 5.90 -2.83
H -3.61 -1.59 -2.46
C -8.84 -2.40 -2.67
C 0.28 3.75 -1.88
H 6.52 1.91 -2.53
H -2.27 5.58 -0.53
H -3.27 -0.32 -5.17
H -1.41 -4.97 -3.39
Cl -4.00 3.66 -2.16
O -2.29 -1.46 3.19
N -3.39 -4.79 -2.73
H -2.09 3.65 -7.82
C 1.56 -1.58 2.42
Se -0.37 -2.82 0.02
N -1.79 1.30 3.07
C 2.87 6.80 1.95
C -5.87 3.23 -0.24
C 1.78 0.37 -3.18
Na -1.75 0.31 0.91
```

Computed properties:
M in g mol⁻¹: 1751.89
Net charge: -2
Total energy in a.u.: -11735.97804
Frontier orbital gap in Ha: 0.1786


# 3
C17H25F3N4O3 | ωB97M-V/def2-TZVPD

The geometry in XYZ format:
```
52
Properties=species:S:1:pos:R:3
C 0.36 0.65 -1.23
H -1.89 1.41 -2.04
C 2.45 -2.50 -0.63
F 2.97 -0.31 5.75
C -2.15 2.97 -0.57
H -0.10 3.61 -0.80
C -1.09 3.89 -1.15
C 3.39 1.25 2.41
H 1.63 2.19 1.62
H -2.76 0.89 -0.60
H 4.21 0.62 2.05
H 0.25 0.35 2.27
O 0.40 0.90 -2.42
H 1.34 -1.11 3.91
H 3.83 2.19 2.74
F 4.23 1.36 5.16
O 2.22 2.64 -0.78
H 4.07 -1.75 0.56
C -1.93 1.51 -0.96
H 3.14 4.28 -1.67
C 3.11 2.26 0.14
H 0.54 -1.24 1.54
H 2.40 0.23 -1.14
N 1.82 0.24 0.85
H 1.93 1.26 3.99
H 1.91 3.39 -2.62
N -0.69 0.97 -0.43
H -0.24 -4.09 -1.14
H -1.09 3.84 -2.24
C 1.04 -0.35 1.91
C 1.93 -0.69 3.10
N 0.50 -3.44 -0.97
H 2.66 -1.45 2.78
H -0.68 0.62 0.51
C 1.82 -3.70 -0.81
C 2.75 3.30 -1.94
O 4.28 2.56 0.12
C 2.42 1.50 1.26
H 4.49 -3.13 -0.46
C 3.90 -2.22 -0.41
C 1.40 -1.55 -0.71
N 0.22 -2.13 -0.91
C 3.61 0.25 4.70
C 1.53 -0.07 -0.55
H 4.29 -1.53 -1.17
C 2.66 0.56 3.57
H -2.17 3.05 0.52
F 4.58 -0.61 4.33
H -1.27 4.93 -0.86
H 3.54 2.71 -2.38
H -3.15 3.26 -0.92
H 2.20 -4.71 -0.84
```

Computed properties:
M in g mol⁻¹: 390.41
Net charge: 0
Total energy in a.u.: -1407.19140
Frontier orbital gap in Ha: 0.3393
ΔE to the lowest compared entry with this formula, charge and spin in kJ/mol: 32.11


# 4
C4H11NO2 | ωB97M-V/def2-TZVPD

The geometry in XYZ format:
```
18
Properties=species:S:1:pos:R:3
H -0.32 -0.12 -0.73
H -0.93 2.45 0.70
H 2.72 -0.57 -2.29
O -1.26 0.12 2.25
C -0.98 -2.01 0.35
H 0.77 1.41 0.04
C -0.67 0.26 1.15
H -0.45 -1.94 1.43
N -0.72 -0.60 0.08
H 0.90 0.62 -3.28
H 2.89 0.97 -1.80
H 0.59 1.89 1.85
H -2.06 -2.19 0.35
H 2.17 -0.04 -0.60
H -0.63 -2.64 -0.38
C -0.01 1.59 0.90
O 0.79 0.49 -2.23
C 2.18 0.05 -1.73
```

Computed properties:
M in g mol⁻¹: 105.14
Net charge: 0
Total energy in a.u.: -364.14590
Frontier orbital gap in Ha: 0.3507
ΔE to the lowest compared entry with this formula, charge and spin in kJ/mol: 321.03


# 5
C18H20N5O11P2PtS2 | ωB97M-V/def2-TZVPD

The geometry in XYZ format:
```
59
Properties=species:S:1:pos:R:3
H 1.15 -4.26 2.30
C -1.95 4.10 -1.43
C -3.09 -2.62 -2.54
N 0.88 1.03 1.37
H 2.91 1.35 5.81
O -3.23 -1.51 -7.31
C -3.92 4.29 -0.07
S -0.18 2.05 -1.33
O -1.47 -0.76 -1.39
O -4.58 -3.17 -7.17
H 4.46 -1.18 -0.98
H 2.93 0.66 0.84
S -2.14 0.83 0.92
H 5.12 -1.07 3.90
C -2.60 -1.62 -4.67
C -4.25 -3.39 -4.49
C -1.34 -0.78 -2.69
H -2.90 -2.66 -1.47
C -3.54 -2.47 -5.23
H -4.56 -4.18 -2.53
O 1.16 -1.79 3.26
C -3.08 4.80 -1.05
P 0.84 -2.20 1.88
H 2.34 0.01 4.79
O -0.59 -0.16 -3.39
H 5.27 -0.06 2.46
O -0.31 -1.56 1.13
H -4.28 2.67 1.29
N 0.34 1.69 2.41
P 2.47 -1.82 -0.55
H -4.81 4.83 0.23
C 4.22 0.88 4.14
N -3.79 -2.38 -6.68
C 3.70 2.03 3.29
C 4.60 -0.33 3.29
O 0.55 -3.76 1.73
H 3.49 2.90 3.91
H -1.30 4.49 -2.20
C 2.19 1.07 1.50
C -1.64 2.89 -0.82
C -2.38 -1.70 -3.30
H -3.31 5.75 -1.53
H 5.13 1.28 4.61
H -4.97 -4.04 -4.99
C -2.48 2.36 0.16
C -3.63 3.08 0.53
C -4.02 -3.47 -3.13
H 3.68 -0.25 5.90
O 2.91 -3.04 -1.23
Pt -0.24 0.12 -0.11
H 3.72 -0.82 2.88
H -2.04 -0.92 -5.27
N 2.43 1.74 2.62
O 1.28 -1.04 -1.05
O 3.75 -0.79 -0.47
N 1.26 2.12 3.16
H 4.42 2.31 2.52
O 2.22 -1.99 1.04
C 3.22 0.48 5.22
```

Computed properties:
M in g mol⁻¹: 803.54
Net charge: -1
Total energy in a.u.: -3398.09193
Frontier orbital gap in Ha: 0.2476
ΔE to the lowest compared entry with this formula, charge and spin in kJ/mol: 0.00


# 6
C21H47BF5NO11S4Si2 | ωB97M-V/def2-TZVPD

The geometry in XYZ format:
```
92
Properties=species:S:1:pos:R:3
H 0.24 1.35 -1.09
H 2.31 7.74 -1.03
H 0.19 6.68 -4.07
H 4.40 2.98 -5.01
H -3.55 -2.94 2.76
O -0.36 -2.25 3.02
H 2.56 -0.57 1.22
H 2.63 -3.26 2.09
H 3.04 0.85 -5.50
H 1.45 6.35 -5.27
H -1.59 2.18 3.05
C 4.77 -2.69 -2.42
B -0.44 -1.21 2.09
O 4.07 -0.83 -0.67
F -0.10 -2.92 -1.43
O -3.10 -0.37 0.79
F -1.46 -3.63 0.53
H -2.42 2.31 1.51
H 5.79 -3.55 4.80
H 4.99 -5.10 5.19
H 3.14 -2.65 0.48
O 3.68 7.15 -3.55
H -5.12 0.45 -1.07
H -4.28 0.49 -3.09
H 4.74 -2.43 6.76
O -0.37 1.96 1.42
C -2.23 -2.98 -0.39
H 1.99 -1.19 2.74
C -6.06 0.83 3.52
H 2.86 -0.82 -3.23
F -1.04 -1.01 -0.97
C -0.42 2.77 0.32
O -5.93 -1.21 2.35
H 0.67 7.47 -1.66
H 1.52 -1.07 -2.09
H -5.91 -3.10 3.24
H -7.02 1.01 3.06
C 2.09 1.35 -5.27
S 3.41 -3.32 4.98
C -1.29 -2.26 -1.38
C 2.35 -2.69 1.21
H -0.60 2.76 -1.78
C -5.73 -0.63 3.55
C 4.94 -4.19 4.59
C 3.50 3.55 -4.76
C -4.82 -0.47 -1.57
H 1.22 8.01 -4.66
H 4.91 -4.45 3.54
H -6.30 -3.02 1.55
C -1.66 1.75 2.06
S 2.37 6.61 -3.10
F -1.80 -2.22 -2.62
S 3.52 -2.06 -1.29
H 1.70 8.78 -2.34
C 1.91 -1.31 1.68
H -4.25 -3.95 1.53
H 1.72 1.89 -6.14
H 4.36 -3.53 -2.99
O 1.07 3.26 -3.75
C -4.22 -2.93 1.90
C -0.58 2.05 -0.98
O -0.29 3.98 0.42
Si -3.61 -1.90 0.45
H 3.77 4.38 -4.10
C -5.65 -2.61 2.31
H 3.90 -3.95 7.23
H -0.35 -3.09 2.55
H -5.06 -2.56 -1.48
O 3.47 -2.02 4.27
H -5.96 1.24 4.51
O 0.57 -0.98 1.22
Si -2.11 -0.09 2.13
C 1.18 6.96 -4.41
C -5.01 -1.72 -0.80
H -1.52 1.50 -0.94
H 3.00 -2.42 7.13
H -5.96 -1.63 -0.29
H -5.32 1.30 2.88
H 5.61 -3.04 -1.82
C 2.37 -1.53 -2.57
F -2.89 -3.96 -1.10
H 2.03 -2.40 -3.14
H -2.80 -0.29 3.42
H 3.04 3.95 -5.67
H 1.35 0.61 -4.96
S 2.33 2.49 -3.90
N -4.34 -0.46 -2.74
H 5.10 -1.90 -3.08
H 1.47 -3.19 0.82
C 3.81 -3.00 6.70
C 1.69 7.77 -1.92
O -5.30 -1.21 4.52
```

Computed properties:
M in g mol⁻¹: 779.85
Net charge: 0
Total energy in a.u.: -4406.71230
Frontier orbital gap in Ha: 0.3293
ΔE to the lowest compared entry with this formula, charge and spin in kJ/mol: 90.13


> Among the records above, which one has the highest total energy?

C4H11NO2


What did the sixth record say?
C21H47BF5NO11S4Si2 | ωB97M-V/def2-TZVPD

The geometry in XYZ format:
```
92
Properties=species:S:1:pos:R:3
H 0.24 1.35 -1.09
H 2.31 7.74 -1.03
H 0.19 6.68 -4.07
H 4.40 2.98 -5.01
H -3.55 -2.94 2.76
O -0.36 -2.25 3.02
H 2.56 -0.57 1.22
H 2.63 -3.26 2.09
H 3.04 0.85 -5.50
H 1.45 6.35 -5.27
H -1.59 2.18 3.05
C 4.77 -2.69 -2.42
B -0.44 -1.21 2.09
O 4.07 -0.83 -0.67
F -0.10 -2.92 -1.43
O -3.10 -0.37 0.79
F -1.46 -3.63 0.53
H -2.42 2.31 1.51
H 5.79 -3.55 4.80
H 4.99 -5.10 5.19
H 3.14 -2.65 0.48
O 3.68 7.15 -3.55
H -5.12 0.45 -1.07
H -4.28 0.49 -3.09
H 4.74 -2.43 6.76
O -0.37 1.96 1.42
C -2.23 -2.98 -0.39
H 1.99 -1.19 2.74
C -6.06 0.83 3.52
H 2.86 -0.82 -3.23
F -1.04 -1.01 -0.97
C -0.42 2.77 0.32
O -5.93 -1.21 2.35
H 0.67 7.47 -1.66
H 1.52 -1.07 -2.09
H -5.91 -3.10 3.24
H -7.02 1.01 3.06
C 2.09 1.35 -5.27
S 3.41 -3.32 4.98
C -1.29 -2.26 -1.38
C 2.35 -2.69 1.21
H -0.60 2.76 -1.78
C -5.73 -0.63 3.55
C 4.94 -4.19 4.59
C 3.50 3.55 -4.76
C -4.82 -0.47 -1.57
H 1.22 8.01 -4.66
H 4.91 -4.45 3.54
H -6.30 -3.02 1.55
C -1.66 1.75 2.06
S 2.37 6.61 -3.10
F -1.80 -2.22 -2.62
S 3.52 -2.06 -1.29
H 1.70 8.78 -2.34
C 1.91 -1.31 1.68
H -4.25 -3.95 1.53
H 1.72 1.89 -6.14
H 4.36 -3.53 -2.99
O 1.07 3.26 -3.75
C -4.22 -2.93 1.90
C -0.58 2.05 -0.98
O -0.29 3.98 0.42
Si -3.61 -1.90 0.45
H 3.77 4.38 -4.10
C -5.65 -2.61 2.31
H 3.90 -3.95 7.23
H -0.35 -3.09 2.55
H -5.06 -2.56 -1.48
O 3.47 -2.02 4.27
H -5.96 1.24 4.51
O 0.57 -0.98 1.22
Si -2.11 -0.09 2.13
C 1.18 6.96 -4.41
C -5.01 -1.72 -0.80
H -1.52 1.50 -0.94
H 3.00 -2.42 7.13
H -5.96 -1.63 -0.29
H -5.32 1.30 2.88
H 5.61 -3.04 -1.82
C 2.37 -1.53 -2.57
F -2.89 -3.96 -1.10
H 2.03 -2.40 -3.14
H -2.80 -0.29 3.42
H 3.04 3.95 -5.67
H 1.35 0.61 -4.96
S 2.33 2.49 -3.90
N -4.34 -0.46 -2.74
H 5.10 -1.90 -3.08
H 1.47 -3.19 0.82
C 3.81 -3.00 6.70
C 1.69 7.77 -1.92
O -5.30 -1.21 4.52
```

Computed properties:
M in g mol⁻¹: 779.85
Net charge: 0
Total energy in a.u.: -4406.71230
Frontier orbital gap in Ha: 0.3293
ΔE to the lowest compared entry with this formula, charge and spin in kJ/mol: 90.13


> Number 6 is which compound?

C21H47BF5NO11S4Si2